1.
A cluster of 12 separate species, C25H49ClN15O23P in total in a non-equilibrium geometry, computed with ωB97M-V with the def2-TZVPD basis set.

The geometry in XYZ format:
```
114
Properties=species:S:1:pos:R:3:mulliken_charge:R:1
C -0.0337 7.1583 1.9890 -0.2088
C -0.1013 6.7671 0.8415 0.0493
C -0.0714 5.9860 -0.4865 -1.5845
C -0.5605 4.5199 -0.2599 -0.0743
C -2.0289 4.2661 -0.1446 0.6450
Cl -3.1653 5.6191 -0.3048 -0.2599
C -2.4981 2.9397 0.0759 -0.2928
C -1.5826 1.7695 0.2410 0.2905
N -2.1746 0.5518 0.4959 -0.4527
C -1.2120 -0.3837 0.6621 0.0989
P -1.8604 -2.1058 1.0806 0.2988
O -3.0238 -2.3489 0.1138 -0.6178
C 0.2568 -0.1719 0.5763 -0.7970
N 1.1976 -1.2448 0.8081 0.1154
C 1.4893 -1.2868 2.2664 -0.1614
C 2.5199 -0.1378 2.6634 -0.8758
N 0.7959 1.0374 0.3032 0.2076
C -0.1487 2.0314 0.1375 0.1033
C 0.3465 3.4216 -0.1208 -0.0641
C 1.9065 3.6114 -0.2142 -0.6265
N 2.3974 2.9171 -1.4516 -0.6924
H -0.0649 7.5901 3.0039 0.4145
H -0.7722 6.4432 -1.2286 0.4661
H 0.9509 6.0276 -0.9270 0.5112
H -3.6049 2.7940 0.1317 0.4489
H -2.4074 -2.1080 2.3921 0.1151
H -0.9076 -3.1269 0.8279 0.1058
H 0.8407 -2.1275 0.4473 0.3039
H 0.5483 -1.0378 2.8414 0.2035
H 1.8974 -2.2603 2.6286 0.4624
H 3.1259 -0.3948 3.5751 0.3536
H 1.8962 0.7574 2.9530 0.1827
H 3.1323 0.1984 1.7876 0.0844
H 2.3725 3.0432 0.6381 0.1403
H 2.2021 4.6830 -0.1802 0.4388
H 2.8302 2.0283 -1.1807 0.3585
H 1.5833 2.6601 -2.0120 0.3189
C 6.4514 -1.1847 2.0080 -0.6916
N 5.4445 -1.7355 2.9532 0.9801
O 4.9615 -2.8207 2.6894 -0.5455
O 5.1721 -1.0594 3.9270 -0.5732
H 6.5909 -1.8894 1.1947 0.3206
H 6.0667 -0.2371 1.6359 0.2787
H 7.3778 -1.0447 2.5602 0.2859
C -2.7882 2.9248 3.5480 -0.5514
N -1.6852 2.1582 4.1878 1.0079
O -0.5444 2.4805 3.9131 -0.5275
O -2.0051 1.2591 4.9423 -0.6064
H -2.3586 3.6874 2.9067 0.1344
H -3.3801 2.2198 2.9671 0.2482
H -3.3788 3.3765 4.3408 0.3281
C -3.7024 7.9769 2.4539 -0.5730
N -3.4856 6.9577 3.5143 0.9438
O -3.5574 5.7893 3.1766 -0.5188
O -3.2507 7.3623 4.6347 -0.5590
H -3.8922 7.4515 1.5256 0.1013
H -4.5561 8.5857 2.7435 0.2999
H -2.7973 8.5762 2.3838 0.2679
C 8.0176 -4.0597 -1.5318 -0.6033
N 8.6246 -3.3809 -0.3565 0.9045
O 8.1219 -2.3334 0.0111 -0.6009
O 9.5830 -3.9226 0.1556 -0.5395
H 7.1776 -3.4684 -1.8844 0.3190
H 8.7850 -4.1342 -2.2994 0.2795
H 7.6868 -5.0447 -1.2072 0.1889
C -4.0443 -5.4575 -0.3124 -0.5865
N -3.5545 -6.8611 -0.3587 0.9267
O -4.3758 -7.7507 -0.2169 -0.5784
O -2.3639 -7.0221 -0.5359 -0.5254
H -5.1180 -5.4680 -0.1490 0.3176
H -3.5375 -4.9550 0.5066 0.1313
H -3.8032 -4.9944 -1.2660 0.2910
C 2.8527 10.6785 1.9854 -0.7233
N 2.4171 10.0353 0.7169 0.8718
O 3.2843 9.6177 -0.0261 -0.5253
O 1.2208 9.9738 0.5161 -0.4832
H 3.9377 10.6624 2.0301 0.3073
H 2.4809 11.7005 1.9791 0.2889
H 2.4235 10.1080 2.8060 0.2648
C 0.8702 -1.2808 -3.2117 -0.5938
N 1.9518 -1.9661 -2.4544 1.0005
O 3.0953 -1.6295 -2.6822 -0.5559
O 1.6087 -2.8186 -1.6569 -0.5614
H 1.3200 -0.5519 -3.8796 0.3023
H 0.3318 -2.0404 -3.7740 0.2901
H 0.2213 -0.7925 -2.4869 0.1268
C -5.2728 -0.6398 -1.4603 -0.4946
N -5.4289 0.4253 -2.4868 0.9349
O -5.9972 0.1302 -3.5249 -0.5882
O -4.9765 1.5202 -2.2168 -0.5432
H -5.7205 -1.5554 -1.8354 0.3213
H -4.2074 -0.7759 -1.2847 0.0884
H -5.7801 -0.3035 -0.5589 0.2824
C -9.0732 0.5416 -3.8944 -0.4720
N -10.1085 0.0192 -2.9627 0.8670
O -10.6079 -1.0578 -3.2252 -0.5254
O -10.3806 0.7116 -2.0005 -0.5243
H -8.9333 -0.1742 -4.6989 0.2851
H -9.4311 1.4930 -4.2818 0.2934
H -8.1563 0.6673 -3.3280 0.0681
C -3.8804 -9.9969 -2.4280 -0.5073
N -4.3564 -10.0288 -3.8369 0.8555
O -5.0509 -10.9682 -4.1744 -0.5279
O -4.0144 -9.1068 -4.5527 -0.5287
H -4.2592 -10.8737 -1.9112 0.2909
H -2.7929 -10.0007 -2.4491 0.2825
H -4.2616 -9.0880 -1.9732 0.1413
C 10.1108 -7.9258 -1.2224 -0.7100
N 8.7883 -7.6734 -1.8553 0.8500
O 7.8080 -7.7079 -1.1329 -0.5104
O 8.7847 -7.4501 -3.0496 -0.4992
H 9.9609 -8.1074 -0.1623 0.3045
H 10.5446 -8.7977 -1.7068 0.2929
H 10.7236 -7.0410 -1.3800 0.2787
```

highest occupied orbital energy	-0.3374	hartree
charge	0
LUMO energy	-1.5	eV
spin multiplicity	1

***

2.
A cluster of 7 separate species, C25H49F8NO16S5 in total in a non-equilibrium geometry, computed with ωB97M-V with the def2-TZVPD basis set.

The geometry in XYZ format:
```
104
Properties=species:S:1:pos:R:3:mulliken_charge:R:1
F 5.4817 -1.7197 -2.7445 -0.2689
C 6.0743 -0.7819 -1.9913 -0.0246
F 5.9230 0.3902 -2.6414 -0.2344
C 5.5753 -0.7869 -0.5388 0.9873
F 4.4287 -0.0136 -0.5776 -0.0883
F 6.3814 -0.2737 0.3964 -0.2432
C 5.1513 -2.2072 -0.0627 -1.1038
O 4.0013 -2.2858 0.7610 -0.2816
C 3.9865 -1.9160 2.1042 0.6575
F 3.0245 -2.6895 2.6221 -0.1831
F 5.1400 -2.2925 2.7308 -0.3399
C 3.7710 -0.4109 2.3591 1.3712
F 3.6187 -0.2203 3.6961 -0.3206
F 4.7813 0.4172 1.9802 -0.2347
H 7.1600 -0.9303 -1.9541 0.3096
H 6.0202 -2.7793 0.2657 0.3258
H 4.7782 -2.7871 -0.9066 0.4695
H 2.9041 -0.0719 1.7811 -0.5857
C -3.0428 -6.2608 3.0128 -1.0543
C -2.1191 -5.3705 3.8270 -0.3079
O -1.3302 -4.6087 2.9168 -0.1610
S -0.2992 -3.4933 3.4878 1.1345
C -0.4647 -2.2744 2.1869 -1.0644
O -0.8558 -2.9309 4.6853 -0.6822
O 1.0085 -4.0909 3.4837 -0.6004
H -3.8258 -6.6694 3.6511 0.4149
H -2.5014 -6.9461 2.3659 0.3007
H -3.6417 -5.6222 2.3521 0.1827
H -2.7311 -4.7011 4.4374 0.3116
H -1.4197 -5.9272 4.4564 0.3418
H -1.5135 -2.0207 2.0746 0.4604
H -0.0059 -2.6221 1.2640 0.2787
H 0.1441 -1.4179 2.4760 0.4235
C -3.4760 -3.4324 -1.4944 -0.8441
C -3.9015 -4.8497 -1.2475 -0.3564
O -2.8176 -5.7617 -1.6154 -0.2261
S -3.1445 -7.0627 -2.4675 1.1278
C -3.8551 -8.1172 -1.1639 -0.8297
O -4.1140 -6.7264 -3.4741 -0.6177
O -1.8787 -7.6357 -2.8571 -0.6132
H -2.5825 -3.0308 -1.0214 0.2432
H -4.3806 -2.8556 -1.2852 0.2857
H -3.2891 -3.2402 -2.5545 0.1775
H -4.0406 -5.1060 -0.1937 0.1518
H -4.8465 -5.0934 -1.7315 0.5063
H -3.1190 -8.0824 -0.3677 0.2332
H -4.0342 -9.0576 -1.6762 0.3907
H -4.7856 -7.6670 -0.8239 0.3003
C -2.1345 -0.7250 -4.2517 -1.0961
C -3.1950 0.3069 -3.8616 -0.3319
O -3.2085 0.3233 -2.4282 -0.1029
S -4.6088 0.2201 -1.5958 1.2514
C -5.2594 1.8911 -1.8942 -0.9980
O -5.4616 -0.7021 -2.2984 -0.5937
O -4.4031 0.0506 -0.1871 -0.6102
H -2.1506 -0.8800 -5.3354 0.3882
H -2.1762 -1.7180 -3.8143 0.1944
H -1.1688 -0.2549 -4.0559 0.2974
H -2.8851 1.2244 -4.3653 0.2604
H -4.1838 0.0609 -4.2526 0.4826
H -6.1507 2.2112 -1.3648 0.3830
H -5.2793 2.0452 -2.9693 0.3204
H -4.4589 2.5143 -1.4824 0.2954
C 3.5016 2.9803 -2.0726 -1.4253
C 4.1197 2.9886 -0.6819 1.5962
O 5.0285 4.1510 -0.7493 -0.4210
S 6.5252 3.9796 -0.1260 1.1369
C 6.2681 4.7949 1.4745 -0.9441
O 6.8401 2.6073 0.1466 -0.5169
O 7.4230 4.7963 -0.9049 -0.6218
H 3.0078 3.9230 -2.3045 0.3626
H 2.8339 2.1214 -2.1966 0.3315
H 4.1889 2.8337 -2.9102 0.4192
H 3.2852 3.2570 -0.0388 -0.0312
H 4.7039 2.1124 -0.4554 -0.6683
H 5.7582 4.1250 2.1622 0.2714
H 5.7936 5.7647 1.3650 0.3320
H 7.2689 4.9559 1.8788 0.3838
C -2.3282 4.4405 2.0574 -1.2215
C -1.8886 5.8616 1.7333 -0.3371
O -3.0458 6.7085 1.8039 -0.3031
S -3.1697 7.9187 0.7025 1.1330
C -1.9366 9.0449 1.4053 -0.8173
O -2.6888 7.4486 -0.5688 -0.5947
O -4.4965 8.4565 0.8305 -0.6002
H -1.4850 3.7742 1.8804 0.3459
H -3.2240 4.1513 1.5119 0.3049
H -2.5788 4.4229 3.1199 0.3437
H -1.2403 6.2233 2.5340 0.3138
H -1.3167 5.7860 0.8066 0.4832
H -1.8804 9.9535 0.8232 0.3720
H -1.0855 8.3674 1.3556 0.2713
H -2.2824 9.0884 2.4355 0.3185
C -0.8491 1.1741 -0.4964 -0.4354
C -0.3339 -0.1163 -0.5034 -0.8418
C 0.9990 -0.3501 -0.1993 -0.6361
N 1.8425 0.6143 0.1559 0.2082
C 1.3889 1.8575 0.1072 -0.7702
C 0.0668 2.1780 -0.1642 -1.2037
H -1.8743 1.4179 -0.7188 0.6209
H -1.0178 -0.8893 -0.8352 0.5220
H 1.3625 -1.3714 -0.2156 0.7427
H 2.0688 2.6828 0.2921 0.6382
H -0.1661 3.2311 -0.2672 0.6769
```

highest occupied orbital energy	-0.3795	hartree
charge	0
LUMO energy	0.0	eV
spin multiplicity	1

***

3.
A cluster of 6 separate species, C25H49IN3O24P3S7 in total in a non-equilibrium geometry, computed with ωB97M-V with the def2-TZVPD basis set.

The geometry in XYZ format:
```
112
Properties=species:S:1:pos:R:3:mulliken_charge:R:1
H 1.4810 0.9215 -3.0473 0.2407
N 0.7715 0.1875 -3.1822 -0.6254
C -0.1587 0.4170 -2.3280 -0.3208
C -0.2452 1.5854 -1.3159 -1.0887
C 0.3962 1.2693 0.1313 1.4999
N -0.3500 2.1773 1.0254 -0.3484
C 0.2519 2.5571 2.0518 0.0517
S 0.4600 2.6573 3.6579 -0.0650
O 0.3027 -0.1188 0.3422 -0.0029
C -0.8159 -0.6737 0.9947 0.5793
C -2.2591 -0.3046 0.5078 -0.0516
C -2.9835 -0.8915 -0.4874 -1.1041
P -0.8590 -0.4633 2.8938 0.3750
N 0.5596 -0.6400 3.5967 -0.5133
P -0.5970 -2.5861 0.8404 -0.2313
C -2.1801 -3.4356 1.4311 -0.4539
C -0.3991 -3.1180 -0.9481 0.0028
C -1.3269 -4.3571 -1.3521 -1.1757
C 1.9391 1.6639 -0.1063 -0.4059
O 2.1164 3.0415 -0.3759 0.3339
C 2.9223 3.7974 0.5075 -0.4265
C 2.6374 5.3427 0.1782 -0.9650
I 4.0572 5.8628 -1.4086 0.0036
C 1.2044 5.6161 -0.3788 -0.3384
C 0.0581 5.5244 0.7395 -0.7767
P 3.1895 0.8245 1.0043 0.3655
O 2.9757 -0.8375 1.0857 -0.6146
O 3.2810 1.3588 2.5714 -0.3756
S 4.9978 1.0122 0.2450 -0.3626
H -1.0403 -0.2737 -2.3769 0.5901
H -1.3384 1.7533 -1.1011 0.5214
H 0.1240 2.5418 -1.7535 0.1926
H -2.7611 0.5532 1.0339 0.2535
H -4.0908 -0.7348 -0.4740 0.2720
H -2.5770 -1.5048 -1.3180 0.1018
H -1.7430 -1.4249 3.4898 -0.1066
H -1.4844 0.8044 3.1028 0.0570
H 1.2206 -0.8641 2.8444 0.2108
H -3.0170 -3.3656 0.6935 0.0010
H -1.9086 -4.5290 1.4726 0.2440
H -2.4707 -3.1549 2.4673 0.2840
H 0.6534 -3.4799 -1.0964 0.4323
H -0.5736 -2.3382 -1.7241 0.0840
H -2.4104 -4.1023 -1.2970 0.1392
H -1.0644 -5.2943 -0.8120 0.3303
H -1.1208 -4.5282 -2.4469 0.4473
H 2.1354 1.1670 -1.1030 -0.2312
H 2.7199 3.6942 1.6030 0.1109
H 4.0285 3.6959 0.3678 0.3561
H 2.8786 5.9872 1.0592 0.5377
H 1.1947 6.6968 -0.6974 0.5500
H 0.9472 5.0436 -1.3030 0.1683
H -0.7053 4.7644 0.4418 0.1232
H -0.4037 6.5360 0.8722 0.3880
H 0.5723 5.2404 1.6940 0.1279
H 3.8751 -1.2077 1.1732 0.3795
H 4.0652 1.9349 2.6411 0.3334
O -3.0955 -7.0177 3.9514 -0.5902
S -3.3578 -5.7644 4.5813 1.2301
O -4.2385 -4.7938 4.0256 -0.5607
O -1.9430 -5.0560 4.8992 -0.2647
C -1.8334 -4.8027 6.3029 -0.3149
C -2.6695 -5.8815 6.9650 -0.3945
O -3.8037 -6.0436 6.1076 -0.3264
H -2.2392 -3.8082 6.5029 0.2831
H -0.7915 -4.8374 6.6154 0.3153
H -2.9838 -5.6066 7.9696 0.3129
H -2.1327 -6.8329 7.0000 0.2979
O -4.3534 -4.7783 -0.3495 -0.3834
S -4.9930 -5.9539 -0.8366 0.9273
O -5.5552 -6.0381 -2.1410 -0.5698
O -6.1050 -6.4115 0.2405 -0.3350
C -5.8257 -7.7398 0.6912 -0.3986
C -4.3219 -7.8896 0.5711 0.0010
O -3.9810 -7.1955 -0.6342 -0.3245
H -6.3481 -8.4396 0.0341 0.3095
H -6.1730 -7.8757 1.7137 0.3290
H -4.0102 -8.9305 0.5164 0.3164
H -3.8078 -7.3999 1.4021 0.0318
O 2.1218 2.1846 -8.2942 -0.5287
S 3.2960 2.5767 -7.5894 1.1447
O 4.4502 3.0855 -8.2494 -0.5754
O 3.7393 1.3380 -6.6504 -0.3706
C 3.7847 1.7594 -5.2898 -0.3205
C 2.7686 2.8821 -5.1830 -0.2709
O 2.8853 3.6092 -6.4036 -0.2898
H 4.7943 2.1213 -5.0795 0.3528
H 3.5536 0.9266 -4.6266 0.2940
H 2.9601 3.5312 -4.3291 0.3189
H 1.7486 2.4901 -5.1210 0.2998
O 4.4150 2.8249 8.2335 -0.5422
S 4.2359 1.4245 8.0379 1.1010
O 4.5479 0.4640 9.0415 -0.5383
O 4.9843 1.0080 6.6682 -0.3601
C 4.0439 0.4170 5.7645 -0.0246
C 2.7107 1.0483 6.1121 0.0560
O 2.7214 1.1671 7.5389 -0.3750
H 4.0297 -0.6608 5.9433 0.3131
H 4.3341 0.6079 4.7341 0.0232
H 1.8660 0.4444 5.7814 0.2077
H 2.6265 2.0535 5.6894 0.1339
O 0.7751 4.0101 -6.8026 -0.4209
S 0.5436 4.7958 -7.9670 1.1164
O 1.5354 4.9960 -8.9666 -0.5862
O -0.0154 6.2400 -7.4965 -0.3203
C -1.2934 6.4782 -8.0886 -0.3331
C -1.9010 5.1021 -8.2899 -0.3526
O -0.8085 4.2725 -8.6854 -0.3400
H -1.1378 6.9851 -9.0441 0.2965
H -1.9010 7.1072 -7.4402 0.3081
H -2.6797 5.0984 -9.0500 0.3189
H -2.3051 4.7070 -7.3538 0.2677
```

highest occupied orbital energy	-0.2994	hartree
relative energy (zero: lowest compared OMol25 entry of this formula, charge and spin)	271.9	kJ/mol
charge	0
LUMO energy	-1.1	eV
spin multiplicity	1